Here is 16 unconnected molecules or ions with the total composition C48H128O16 in a non-equilibrium geometry from OMol25. Energies are from the ωB97M-V functional and the def2-TZVPD basis.

Calculated values
Gap between HOMO and LUMO ... 9.63 eV
E ... -3109.47375 hartree
Lowest unoccupied orbital energy ... 0.2 eV
Energy relative to the best compared isomer or geometry (same formula, charge and spin) ... 21.9 kcal/mol
Highest occupied orbital energy ... -9.4474 eV

```
! RIJCOSX wB97M-V def2-TZVPD def2/J DEFGRID3
* xyz 0 1
H -0.56513 -4.18348 -1.36618
C -1.37380 1.15441 4.02021
H -3.11341 2.43413 3.95679
H -1.35809 2.27352 6.49158
H 1.07254 0.75553 0.78314
H -3.25380 4.27339 1.03090
O -5.95863 -3.41176 -1.16189
O -2.09471 4.73752 2.46890
H 4.23833 1.13488 4.28036
C 4.30846 1.95162 2.50866
H -2.53722 -1.41142 -3.49194
C -0.36475 -0.27598 -0.53950
H 6.79933 2.15446 -2.34602
H 1.35667 4.24062 -1.07544
H -1.17229 -4.23571 1.13458
O -0.82696 -7.11264 2.92863
C -3.57169 -0.58531 -5.17534
O -2.44021 2.93519 -3.95596
H -2.58864 -4.56184 5.35780
C 4.25335 4.95850 -0.69104
C 0.13177 4.95825 3.46716
C -3.06861 -2.43262 3.23276
C -3.55635 -2.68839 4.65262
H -3.64740 -4.86604 -1.75579
C 5.45808 2.82481 2.97562
H -2.88065 0.73842 0.48786
H -3.17419 -1.37459 2.96405
H 2.34370 2.91003 -0.40725
C -3.99768 2.38716 -1.49662
O -3.66106 3.99961 0.19608
H -3.24723 -2.70571 -5.40448
H -3.22500 1.83631 1.80960
H 8.06147 1.49701 -1.25367
C -0.26921 4.92476 0.95987
C -1.08247 -5.72036 2.78510
C 2.96623 -2.90859 4.15401
H -0.67750 4.04338 -5.35779
H 2.12521 1.97679 2.57702
O 2.93650 -1.37912 2.26957
H -1.37615 5.33338 -1.85678
C 6.13761 0.54749 -1.12390
H 4.60125 -3.29300 -2.63938
C -1.76837 4.34540 -2.13505
H -0.48800 -5.34940 4.78050
H 1.93747 -0.36215 4.49365
H -3.41959 -1.32441 -0.48385
H -1.37725 -1.38730 1.07433
H -5.07513 2.47921 -1.33806
H -1.36419 3.62917 5.36680
H 0.14808 0.50015 -2.98568
C 7.01203 1.76870 -1.34881
H 3.53693 -0.83033 2.80395
H -2.75835 3.25335 6.39357
H 0.17715 -4.75501 -5.17193
H 0.28596 3.87960 3.53363
H 6.42789 2.33609 3.08449
H -2.67304 4.23451 -1.53218
H 4.20160 0.18210 -1.00622
H 3.20075 5.01847 -2.50719
H -2.55592 0.32605 -3.48507
H 1.75737 -0.67632 -4.33002
C -3.48710 1.60184 0.77744
C -0.13568 -2.95478 -3.81401
H -3.74962 1.36357 -1.77642
O 4.27710 3.32272 -2.45843
C 2.18760 3.56025 -1.27326
H -1.72571 0.40283 3.31456
H 5.58005 3.69601 2.32694
C -1.98844 4.27053 -3.62623
C -0.54699 -1.48775 0.37053
C 1.90910 0.39485 -4.48453
H -4.59420 -2.33315 4.71097
H 3.48496 -3.71323 3.62743
H 2.59045 0.46909 -5.33870
H 6.78078 2.55163 -0.62482
C -3.54567 -4.16014 5.02871
H 0.92913 -3.01053 -3.57937
H -0.53420 -2.15086 -3.18792
C -3.23170 2.72600 -0.23089
H 0.18647 1.81094 -0.35483
H 3.77497 -2.30370 4.57533
O -0.29466 0.98979 -3.70237
C -0.10067 0.47540 -6.03696
H 2.42116 0.85634 -3.63979
H 1.44718 -2.78917 2.67531
H 0.53590 5.58087 0.62892
H -3.99319 -4.82668 4.29041
O 4.77169 0.95435 -1.16526
H -0.60601 1.10216 1.07097
H 5.28755 3.20216 3.99199
C -4.43484 -1.72504 -0.48519
H -1.31978 -0.06907 -1.02784
H -4.28489 -2.04337 -6.63679
H 0.58837 0.45065 -6.88510
H -0.91153 6.41536 2.33131
H 0.36960 -1.70731 0.92246
H 2.98381 -1.29200 0.46801
C 2.51780 -3.53385 -0.61654
H -0.73691 1.85507 3.47573
H -1.99800 -2.63642 3.13906
H -4.01615 -0.54041 -3.01737
H 2.93729 3.12824 3.67114
H -4.89927 -2.33020 -5.01335
H -3.59649 -2.99024 2.45802
H -2.14044 -5.54863 3.01716
C -4.03697 -1.96687 -5.57681
H -4.10699 -4.76819 -0.08653
H 0.67476 -5.14229 -2.25154
H 0.87761 2.11658 -5.03066
C 2.97314 2.65329 2.68711
H 4.52156 -1.55609 -2.65202
H 0.63877 -1.47939 4.69102
H -2.76191 -3.77337 -0.67906
H 0.68969 -0.44494 3.25108
C -2.51157 1.89292 4.69219
H -1.68867 2.35526 -3.74395
H -0.96427 1.08760 -6.29582
C 3.95401 -2.45149 -2.38686
C 0.58679 1.08114 -4.82716
H -1.05167 3.60405 -1.77147
H 4.48250 -2.74143 -0.31280
C 1.29518 -1.04517 3.92978
H -4.53215 1.28831 0.73573
O 3.12725 -1.20855 -0.48966
H -0.63686 5.64647 -4.52495
O -0.46320 -5.17887 -4.59832
H -0.90321 -5.79027 -2.00245
C -3.75270 -4.16701 -0.92324
H 5.13251 5.41888 -1.14714
H 0.16514 -5.35512 1.03917
H -1.49531 -5.81829 0.62502
H 2.79254 -4.53866 -0.93516
C 2.11100 -2.09665 3.19471
H 0.01405 3.87021 0.99218
H 6.27904 0.48608 1.07620
H -2.50189 5.09009 3.26769
H -4.39593 -2.76074 -2.39181
C -4.60151 -2.97910 -1.34124
H 4.59720 4.29369 0.10560
H -0.38882 -0.55666 -5.84171
H 0.17919 4.23077 -3.83420
O -4.68539 0.31260 -5.37568
H -1.03279 5.04869 0.18857
H -4.34520 1.19071 -5.16288
H -5.12116 -0.97346 -0.88668
C -0.82155 -4.28696 -3.52971
O 4.28832 0.78555 3.38392
H -4.07730 1.28209 5.74311
H -6.57616 -2.74956 -1.48783
H -0.29082 -2.58945 -4.83030
H 6.33195 -0.19006 -1.91120
H 0.84782 -5.11574 3.58314
O 0.55596 -0.57573 -1.58903
H -3.79628 3.03962 -2.34833
H -2.77979 4.94053 -3.95969
H 2.81359 3.45827 1.96210
C -0.37627 -4.85311 -2.20320
C 6.47312 -0.13922 0.20014
H -1.90960 -4.18074 -3.55240
C -1.96938 2.82134 5.76964
H 1.83020 2.88602 -2.06007
H 7.55345 -0.30915 0.24900
H -2.15664 2.72531 -0.46154
C 3.60216 -2.50194 -0.91846
C -0.69294 4.56224 -4.40291
C -0.79785 5.32321 2.32983
O -3.33156 0.88031 5.28728
C 0.12162 0.91893 0.27016
H 1.08097 5.48566 3.38182
H -4.19095 -4.29787 5.90422
C -0.88202 -5.27099 1.34722
H -2.90232 -1.05051 5.48510
C -0.21360 -4.98759 3.79245
C 3.44774 4.24465 -1.77452
H -0.81001 -2.35234 -0.24697
H -0.32493 5.25504 4.41556
H 2.37859 -3.53817 0.46874
H 4.47038 1.57498 1.49987
H 3.71225 5.80131 -0.24830
H 1.41981 -0.85617 -1.23178
H -0.47845 -3.93419 3.69061
H -4.76762 -1.92087 0.53432
H -0.76456 0.69847 4.80162
C -3.17591 -0.54738 -3.70737
H -1.41527 -7.62253 2.36502
H 2.36063 -3.31803 4.96157
H 4.43636 2.55652 -1.87329
H 5.98538 -1.10470 0.33438
O -2.79893 -2.00226 5.63239
H 1.58338 -3.23306 -1.08782
H -2.77842 -0.25227 -5.84777
H 3.06973 -2.47082 -3.02410
*
```

Here are the Löwdin charges for atoms 1 to 4, given in e: 0.04 -0.06 0.12 0.09